# 1
Below is C5H4N4S in the gas phase in a non-equilibrium geometry, with properties calculated with ωB97M-V/def2-TZVPD.

Structure (XYZ):
```
14
Properties=species:S:1:pos:R:3:forces:R:3:lowdin_charge:R:1
S -2.8616 -1.1857 -0.1959 0.7 0.2 0.8 0.63
C -1.6174 -0.1230 0.1406 -0.2 -2.5 -1.9 -0.79
N -1.8593 1.1894 -0.0426 0.5 1.7 0.5 0.03
C -0.8616 1.9880 -0.0900 0.3 3.0 1.6 -0.20
N 0.4981 1.7463 -0.1719 2.0 1.3 2.1 0.07
C 0.8339 0.3629 -0.0354 2.5 -2.3 -0.9 -0.25
N 2.0459 -0.3351 -0.3053 -4.3 -0.6 1.8 0.11
N 1.5838 -1.7173 -0.0434 0.1 3.6 -1.1 0.00
C 0.2487 -1.8986 0.1144 2.7 4.0 0.4 0.00
C -0.2047 -0.5551 0.1992 -2.0 -0.8 0.1 -0.21
H -1.0171 3.1133 0.1669 -0.1 -1.9 -1.1 0.15
H 1.1078 2.6028 0.3606 -1.9 -3.6 -2.2 0.24
H 2.2599 -2.3401 -0.3844 0.8 -1.2 -0.1 0.12
H -0.1563 -2.8477 0.2874 -0.8 -0.9 0.0 0.11
```
Forces are in eV/Å.

As for the spin multiplicity: 1. The calculation puts the orbital gap at 7.68 eV. For the HOMO energy, the calculation gives -0.301 hartree. As for the SMILES: S=c1nc[nH]c2n[nH]cc12. The total charge is 0. For the LUMO energy, the calculation gives -0.51 eV.

# 2
Below is a molecular structure, C27H22F3IrN3O5PS4Te2 in a non-equilibrium geometry, with properties calculated with ωB97M-V/def2-TZVPD.

Structure (XYZ):
```
68
Properties=species:S:1:pos:R:3:forces:R:3:lowdin_charge:R:1
Ir -0.2854 0.1759 -0.0932 3.6 0.5 0.6 0.76
O 4.3198 -0.2064 5.1414 0.3 -0.1 0.3 -0.10
C 3.5127 -0.1343 4.2500 -0.3 0.0 -0.3 -1.06
S 3.9293 0.1243 2.5607 -0.2 0.1 -0.2 0.92
C 2.2835 0.1613 1.9102 -0.1 0.1 0.8 -1.23
C 1.2771 -0.0329 2.8009 1.3 0.0 0.1 -1.24
S -0.4010 -0.0440 2.4427 -1.0 0.2 -0.8 0.41
S 1.7761 -0.3128 4.4772 -0.2 0.0 -0.2 0.92
S 2.1085 0.6769 0.2741 -1.6 -1.9 -1.1 0.36
C 0.9672 6.1001 -2.5250 0.0 -0.3 0.1 -0.08
C 1.5996 4.7921 -2.0688 0.6 0.6 0.0 -0.34
O 0.6233 3.8876 -1.6233 -0.6 -0.5 0.1 -0.28
P 0.2697 3.6760 -0.0680 1.6 1.7 0.1 0.15
O -0.6747 2.5451 0.0083 -0.9 -2.5 -0.2 -0.42
Te 2.2532 3.6731 1.2652 -0.2 1.2 0.4 0.43
O -0.5319 5.0930 0.2055 0.2 -1.1 -0.9 -0.29
C -0.7623 5.5181 1.5222 0.0 0.5 1.0 -0.37
C -1.5928 4.5426 2.3399 0.1 0.1 -0.3 -0.09
H 1.7391 6.8389 -2.7299 0.1 0.1 -0.1 0.07
H 0.3117 6.4666 -1.7395 0.0 0.1 0.0 0.06
H 0.3768 5.9347 -3.4235 -0.1 0.1 -0.1 0.07
H 2.3226 4.9805 -1.2584 -0.1 -0.1 -0.3 0.03
H 2.1263 4.3074 -2.8991 0.0 0.0 0.1 0.12
H -1.2749 6.4844 1.4292 0.1 -0.1 0.0 0.11
H 0.2071 5.6849 2.0231 -0.2 0.0 -0.2 0.04
H -2.5885 4.4289 1.9185 -0.2 0.0 0.0 0.08
H -1.6683 4.8900 3.3683 0.0 0.0 0.1 0.07
H -1.1238 3.5632 2.3251 0.1 -0.1 0.2 0.05
F 0.8162 -0.3595 -9.5383 0.1 0.1 0.2 0.11
C -0.1667 -1.0435 -8.8931 0.1 0.1 -0.7 -0.57
F -0.0615 -2.3101 -9.3399 0.0 -0.2 0.3 0.11
F -1.3134 -0.5687 -9.4386 -0.2 0.1 0.2 0.11
C -0.1064 -0.9031 -7.4136 0.0 -0.1 0.1 -0.15
C 0.0379 -2.0165 -6.5884 0.0 0.2 -0.5 -0.03
C 0.0670 -1.8619 -5.2210 0.0 0.2 0.2 -0.02
C -0.0496 -0.5907 -4.6401 0.0 -0.1 -0.4 -0.25
C -0.1701 0.5236 -5.4865 0.0 0.0 0.0 -0.01
C -0.2008 0.3723 -6.8510 0.0 -0.3 -0.3 -0.02
C -0.0465 -0.3985 -3.2486 0.2 0.1 0.9 -0.14
C -0.0419 -0.1445 -2.0577 -0.3 0.4 0.3 -0.22
H 0.1304 -2.9967 -7.0328 0.0 -0.1 0.0 0.11
H 0.1729 -2.7236 -4.5798 0.0 0.0 0.1 0.11
H -0.2465 1.5016 -5.0376 0.0 0.1 0.1 0.12
H -0.2918 1.2298 -7.5026 0.0 0.1 0.0 0.12
C 0.1435 -4.5151 -0.1115 0.2 0.5 -0.6 -0.38
Te 0.2518 -2.5519 0.9129 -1.1 1.1 -0.4 1.40
C -1.8874 -2.8243 0.7658 0.0 0.1 0.3 -0.41
C -2.1457 -4.2878 0.7842 0.1 -0.2 0.0 -0.28
C -3.3571 -4.8161 1.1990 -0.1 0.0 0.1 -0.04
C -3.5502 -6.1870 1.2188 -0.2 0.0 0.0 -0.10
C -2.5330 -7.0342 0.8160 0.0 -0.2 0.0 -0.11
C -1.3212 -6.5092 0.3985 0.0 -0.1 -0.1 -0.06
C -1.1229 -5.1376 0.3611 -0.2 0.0 0.3 -0.31
H 1.0086 -5.1489 0.0742 0.1 0.2 0.1 0.05
H 0.0798 -4.3201 -1.1817 0.1 0.0 -0.1 0.06
H -2.2203 -2.3962 -0.1807 0.3 0.1 0.0 0.04
H -2.3940 -2.3047 1.5763 0.1 0.1 0.0 0.05
H -4.1451 -4.1434 1.5021 -0.1 0.1 0.1 0.09
H -4.5002 -6.5872 1.5480 0.0 0.0 0.0 0.09
H -2.6813 -8.1070 0.8264 0.0 0.0 0.0 0.09
H -0.5214 -7.1721 0.0955 0.1 -0.1 0.0 0.10
O -2.2990 0.2750 -0.3926 -3.4 -1.4 0.6 -0.35
N -3.0570 -0.0725 -1.3741 0.7 -0.5 -1.5 0.01
C -4.0907 -0.9261 -1.2841 2.1 2.0 1.2 -0.33
C -4.8311 -1.2477 -2.4197 -1.1 -0.2 -2.1 -0.21
N -5.5084 -1.5615 -3.3052 0.5 0.2 0.6 0.13
C -4.6105 -1.4452 -0.0985 -0.7 -0.8 2.3 -0.21
N -5.0597 -1.8654 0.8834 0.3 0.3 -0.7 0.17
```
Forces are in eV/Å.

As for the spin multiplicity: 1. The calculation puts the orbital gap (spin up / spin down) at 4.59 / 4.59 eV. For the HOMO energy (spin up / spin down), the calculation gives -0.047 / -0.047 hartree. The total charge is -2. For the LUMO energy (spin up / spin down), the calculation gives 3.32 / 3.32 eV.

# 3
Below is 12 unconnected molecules or ions with the total composition C56H61N11O3 in a non-equilibrium geometry, with properties calculated with ωB97M-V/def2-TZVPD.

Structure (XYZ):
```
131
Properties=species:S:1:pos:R:3:forces:R:3:lowdin_charge:R:1
C 10.8659 11.6545 11.3164 -0.3 0.3 -0.1 -0.01
C 12.1035 12.2868 11.8764 -0.2 0.0 -1.2 -0.31
C 12.6427 13.5746 11.2154 -1.3 -1.0 0.6 -0.06
O 12.5143 14.5070 12.2950 1.3 1.9 -1.2 0.04
C 11.9780 14.0280 13.3912 0.8 -0.8 1.4 -0.54
O 11.8549 14.6163 14.4474 -0.3 -1.0 -1.8 0.12
O 11.7651 12.7033 13.1816 -0.2 -0.2 1.8 0.06
H 10.6330 10.8070 11.9611 -0.1 -0.2 -0.3 0.06
H 11.0287 11.3496 10.2827 -0.1 -0.2 0.0 0.09
H 10.0372 12.3592 11.3854 -0.1 0.0 -0.2 0.07
H 12.8784 11.5249 11.7912 0.3 0.1 1.0 0.12
H 11.9795 13.9194 10.4222 0.3 0.0 -0.1 0.09
H 13.6540 13.3718 10.8630 0.1 0.8 0.3 0.11
C 8.2973 15.5345 12.6062 1.4 -1.3 -2.6 -0.08
C 9.2911 16.5350 12.5680 1.1 0.5 -0.7 -0.10
C 10.1903 16.2821 11.5054 -1.5 0.8 1.3 -0.12
N 9.7454 15.1853 10.8664 -0.5 -0.3 0.7 0.01
C 8.6189 14.6796 11.4901 0.1 0.8 1.1 -0.11
H 7.4782 15.4339 13.3029 0.1 -0.1 -0.1 0.08
H 9.3463 17.4034 13.2078 0.1 -0.2 0.0 0.07
H 11.0481 16.8114 11.1175 -0.1 0.1 0.3 0.11
H 10.2110 14.8721 10.0266 -0.6 -0.4 -0.2 0.08
H 8.2657 13.7132 11.1618 -0.4 0.2 0.1 0.07
C 16.1028 12.8727 12.6363 -0.1 2.6 1.6 -0.13
C 15.8160 11.6788 12.0962 -0.1 -2.7 -1.7 -0.16
C 15.3693 10.8622 13.0876 -1.2 -2.0 0.4 -0.16
N 15.2160 11.5538 14.2533 1.5 1.8 -1.1 0.07
C 15.7328 12.8194 13.9744 0.0 0.6 0.2 -0.11
H 16.4567 13.6761 12.0073 0.1 0.4 0.6 0.10
H 15.9489 11.4453 11.0502 0.0 -0.4 0.2 0.09
H 15.1943 9.7965 13.0863 -0.3 0.1 -0.2 0.11
H 14.8381 11.2569 15.1416 0.2 -0.1 -0.2 0.14
H 15.8591 13.6038 14.7061 -0.3 -0.3 0.2 0.09
C 12.1265 12.0990 16.6096 -0.4 -0.2 -1.4 -0.14
C 13.2229 12.8508 17.0162 1.4 0.6 1.4 -0.12
C 13.3277 12.7431 18.4121 -1.0 0.0 -1.4 -0.10
N 12.2331 11.9965 18.8032 0.6 -0.3 0.4 0.00
C 11.5524 11.5538 17.6983 -0.8 -0.2 1.0 -0.15
H 11.7213 11.9996 15.6134 0.2 0.0 0.0 0.08
H 13.8697 13.4512 16.3937 0.0 -0.1 0.1 0.06
H 14.0357 13.1475 19.1204 -0.2 0.0 -0.1 0.10
H 12.0266 11.7510 19.7609 0.0 0.0 -0.3 0.14
H 10.6583 10.9491 17.7326 0.1 0.0 0.3 0.11
C 7.3402 10.6960 11.3390 0.5 -1.0 -0.3 -0.10
C 6.4596 11.4093 10.5762 -0.6 1.3 -1.8 -0.08
C 6.3037 11.1397 9.1886 0.6 -1.3 1.4 -0.14
N 6.9236 10.0968 8.6055 -0.2 -0.3 0.5 0.03
C 7.6457 9.2703 9.3797 0.0 1.4 1.9 -0.12
C 7.9044 9.5632 10.7729 -0.1 -0.3 -1.8 -0.04
H 7.6101 10.9762 12.3465 -0.3 0.0 0.2 0.09
H 5.9704 12.2795 10.9883 -0.2 0.1 0.0 0.10
H 5.6073 11.6538 8.5427 0.1 0.5 0.1 0.10
H 8.0494 8.3887 8.9040 0.1 0.0 0.0 0.09
H 8.5606 8.9604 11.3833 0.1 -0.3 -0.2 0.07
C 9.5601 16.7456 16.0186 -0.5 1.3 -0.3 -0.05
C 10.8525 17.2737 16.1250 -1.5 -0.1 -0.5 -0.07
C 11.0249 18.5985 15.7550 -1.8 0.9 0.6 -0.12
N 9.9774 19.4633 15.4260 1.9 -1.2 0.8 0.06
C 8.7478 18.9415 15.4200 1.1 0.4 -0.7 -0.20
C 8.4964 17.6165 15.6125 1.0 -2.3 0.8 -0.10
H 9.4439 15.7095 16.3003 -0.4 -0.1 -0.2 0.09
H 11.6503 16.6261 16.4576 0.2 0.2 -0.1 0.10
H 12.0166 18.9759 15.9565 0.0 0.7 -0.7 0.08
H 7.9122 19.5740 15.1589 0.1 0.4 0.0 0.10
H 7.4966 17.2777 15.3848 -0.1 -0.3 0.4 0.09
C 11.6866 8.7961 13.3367 -1.7 0.5 2.8 -0.10
C 10.5234 8.0628 13.7332 1.0 -0.3 -1.5 -0.03
C 10.0910 7.1141 12.8080 0.1 1.0 -0.5 -0.17
N 10.6597 6.9647 11.6036 1.4 0.1 -0.2 0.04
C 11.7789 7.6611 11.3026 -1.3 0.0 0.8 -0.12
C 12.3036 8.6613 12.1547 0.3 -2.1 -2.2 -0.10
H 12.0835 9.5341 14.0180 -0.1 0.2 0.3 0.10
H 9.9718 8.1960 14.6521 0.3 0.3 0.1 0.09
H 9.1916 6.5247 12.9087 -0.1 -0.1 0.5 0.10
H 12.2080 7.3945 10.3481 0.1 0.3 -0.1 0.09
H 13.2030 9.1827 11.8620 -0.1 0.3 0.1 0.06
C 15.0365 18.4311 15.9322 0.5 0.2 0.3 -0.09
C 15.2583 18.2098 17.2802 -0.6 -0.5 0.2 -0.08
C 15.1858 16.9040 17.7393 -0.5 -0.3 -1.1 -0.16
N 14.9270 15.8708 16.9359 -0.5 -0.4 -1.3 0.07
C 14.7099 16.0645 15.5845 1.0 1.5 2.4 -0.11
C 14.8126 17.3611 15.0690 0.2 -0.5 0.1 -0.06
H 15.0916 19.4479 15.5723 0.0 0.0 -0.3 0.10
H 15.3806 18.9596 18.0479 0.2 0.5 -0.4 0.10
H 15.2531 16.7169 18.8008 0.2 -0.3 0.1 0.10
H 14.5008 15.1945 14.9797 -0.1 0.0 0.0 0.06
H 14.8217 17.5381 14.0036 -0.4 0.0 -0.1 0.08
C 12.3320 12.1635 7.0422 -1.5 -0.5 0.0 -0.08
C 10.9806 11.9199 7.3400 -0.1 0.6 -1.0 -0.05
C 10.1809 12.9868 7.7463 0.2 -0.2 0.8 -0.14
N 10.6770 14.1639 8.1015 1.9 0.8 -0.6 0.04
C 11.9860 14.3724 7.8194 0.3 -0.4 0.4 -0.14
C 12.8430 13.4269 7.2571 -0.5 -0.5 0.0 -0.08
H 12.8789 11.3511 6.5870 0.4 0.1 0.1 0.10
H 10.5048 10.9949 7.0496 0.1 -0.2 0.3 0.11
H 9.1157 12.9548 7.9213 -0.2 -0.7 -0.2 0.11
H 12.4783 15.2772 8.1439 -0.5 0.5 0.0 0.10
H 13.8765 13.5885 6.9886 0.0 0.5 0.2 0.10
C 16.0668 8.7070 7.6075 0.6 -0.3 -0.6 -0.10
C 15.6364 9.9953 7.5469 -1.0 1.9 1.3 -0.05
C 14.7843 10.4788 8.6052 0.9 -2.5 0.2 -0.14
N 14.4242 9.6481 9.5908 0.1 -1.3 0.6 0.06
C 14.8617 8.3310 9.6247 -0.5 2.2 -1.6 -0.12
C 15.6422 7.8564 8.5994 0.3 -0.5 1.2 -0.08
H 16.8219 8.3442 6.9260 -0.1 0.0 -0.3 0.11
H 16.0262 10.6873 6.8150 -0.1 0.0 -0.2 0.10
H 14.4276 11.4820 8.7863 0.2 0.3 -0.6 0.09
H 14.5744 7.6431 10.4062 -0.3 0.5 0.4 0.09
H 16.0583 6.8650 8.7025 -0.1 -0.2 -0.3 0.11
C 15.3760 18.2897 9.7374 -0.3 -1.4 -0.7 -0.07
C 15.4729 17.5362 8.5672 -0.2 -2.0 0.1 -0.07
C 15.2921 16.1279 8.6286 -0.9 0.7 1.3 -0.14
N 15.0489 15.4423 9.7779 0.3 1.4 -0.8 0.05
C 14.8943 16.1842 10.8906 0.1 0.4 -1.2 -0.13
C 14.9543 17.6020 10.8880 0.8 -0.3 0.0 -0.04
H 15.6380 19.3280 9.5971 -0.4 0.3 0.8 0.11
H 15.6331 17.9435 7.5799 0.2 0.4 0.1 0.10
H 15.1604 15.5259 7.7417 0.5 0.1 -0.3 0.08
H 14.6951 15.5403 11.7345 -0.1 0.6 0.6 0.08
H 14.7718 18.1500 11.8006 0.0 0.0 0.1 0.08
C 7.3992 13.1670 16.1032 1.5 0.9 -0.4 -0.08
C 6.6854 12.1192 16.6208 -0.4 0.2 -0.3 -0.09
C 7.0055 10.8533 16.1886 1.6 -1.0 -0.6 -0.15
N 8.0248 10.5752 15.3236 -0.6 1.7 -0.1 0.06
C 8.7100 11.6520 14.8303 -1.0 -0.5 0.5 -0.15
C 8.4950 12.9667 15.2419 -1.0 -0.8 0.6 -0.05
H 7.1472 14.1811 16.3762 0.0 0.1 0.2 0.10
H 5.8773 12.3387 17.3029 -0.1 -0.3 0.0 0.10
H 6.4992 9.9732 16.5565 -0.2 0.0 0.1 0.10
H 9.3596 11.4710 13.9867 0.6 -0.3 0.2 0.08
H 9.1444 13.7738 14.9366 -0.1 0.1 -0.3 0.08
```
Forces are in eV/Å.

As for the spin multiplicity: 1. The calculation puts the orbital gap at 8.01 eV. For the HOMO energy, the calculation gives -0.281 hartree. As for the SMILES: C[C@H]1COC(=O)O1.c1cc[nH]c1.c1cc[nH]c1.c1cc[nH]c1.c1ccncc1.c1ccncc1.c1ccncc1.c1ccncc1.c1ccncc1.c1ccncc1.c1ccncc1.c1ccncc1. The total charge is 0. For the LUMO energy, the calculation gives 0.37 eV.

# 4
Below is C4H7N3 in the gas phase, with properties calculated with ωB97M-V/def2-TZVPD.

Structure (XYZ):
```
14
Properties=species:S:1:pos:R:3:forces:R:3:lowdin_charge:R:1
C 2.2107 0.2091 0.2952 0.1 0.0 0.2 -0.11
N 1.2261 0.2107 -0.7733 -0.1 0.1 -0.1 -0.04
C -0.1178 0.0671 -0.4509 0.0 0.1 0.0 -0.39
C -0.6727 -0.7101 0.5991 0.0 0.0 0.0 -0.04
C -2.0314 -0.5517 0.4533 0.0 0.0 -0.1 -0.12
N -2.2176 0.2512 -0.6135 -0.2 -0.1 0.1 -0.05
N -1.0572 0.6516 -1.1825 0.1 -0.1 0.2 0.07
H 1.7673 -0.2121 1.2009 0.1 0.0 -0.1 0.06
H 3.0832 -0.4013 0.0279 -0.2 0.2 0.1 0.08
H 2.5438 1.2258 0.5460 0.0 -0.2 0.0 0.08
H 1.3600 0.9500 -1.4497 0.0 -0.1 0.0 0.12
H -0.1447 -1.2991 1.3359 -0.2 0.1 -0.1 0.09
H -2.8606 -0.9678 1.0100 0.1 0.1 -0.1 0.11
H -3.0891 0.5766 -0.9983 0.2 -0.1 0.1 0.14
```
Forces are in eV/Å.

As for the spin multiplicity: 1. The calculation puts the orbital gap at 9.05 eV. For the HOMO energy, the calculation gives -0.292 hartree. As for the SMILES: CNc1cc[nH]n1. The total charge is 0. For the LUMO energy, the calculation gives 1.11 eV.